Entry 1:
This record from OMol25 describes a molecular structure, C45H68CuGeN6P3S. The level of theory is the ωB97M-V functional and the def2-TZVPD basis.

* max |F|: 0.91 eV Å⁻¹
* LUMO energy (spin up / spin down): -2.4 / -3.2 eV
* 2S+1: 2
* total charge: +1
* <S²>: 0.7575

CARTESIAN COORDINATES (ANGSTROEM)
Cu: 0.64282 -0.62412 0.92231
C: -1.20628 -3.46716 -4.23535
C: -0.98242 -3.47418 -2.72137
C: 0.30599 -4.22534 -2.40490
P: -0.97408 -1.81122 -1.87857
C: -0.52031 -0.64762 -3.24567
N: -0.28103 0.70835 -2.78760
Ge: 0.52925 1.10353 -1.05127
N: 0.49945 2.45427 0.40938
C: 0.17646 2.22939 1.79608
P: -0.89897 0.75817 2.02890
C: -2.56606 1.53269 1.78545
C: -2.83969 1.94195 0.34265
C: -3.70381 0.67971 2.34170
C: -0.81265 0.50763 3.86472
C: -1.11779 1.74310 4.70888
C: 0.54146 -0.09099 4.25093
C: 0.86776 3.74677 0.07770
C: 1.18378 4.75750 0.99232
C: 1.57318 6.01058 0.54462
C: 1.67885 6.29333 -0.80847
C: 1.39039 5.29452 -1.72901
C: 0.99067 4.05122 -1.28503
N: 0.66661 2.95179 -2.16447
C: -0.64423 3.01113 -2.79551
C: -1.38249 4.15751 -2.97857
C: -2.61763 4.06560 -3.61645
C: -3.07331 2.83432 -4.05422
C: -2.34642 1.67128 -3.83141
C: -1.12613 1.73885 -3.16438
C: 1.74217 2.63965 -3.10780
C: 1.85046 3.28088 -4.32080
C: 2.90511 2.96319 -5.17147
C: 3.81074 1.99199 -4.78651
C: 3.67779 1.31727 -3.57872
C: 2.63377 1.63224 -2.70882
N: 2.37202 1.00145 -1.50260
C: 3.24246 -0.08501 -1.12810
P: 2.93778 -0.68365 0.58637
C: 3.89404 -2.26827 0.65067
C: 5.16265 -2.26270 -0.21398
C: 3.05488 -3.48523 0.28890
C: 3.88297 0.45134 1.71880
C: 3.73336 1.91592 1.30578
C: 5.37243 0.16318 1.91388
C: -2.76813 -1.39793 -1.67079
C: -3.29134 -2.00952 -0.37635
C: -3.71586 -1.73590 -2.81761
H: -1.27476 -4.49415 -4.59938
H: -0.36165 -3.00587 -4.75025
H: -2.10938 -2.94914 -4.54325
H: -1.80356 -4.01640 -2.23805
H: 1.17538 -3.69402 -2.80206
H: 0.29132 -5.21348 -2.86828
H: 0.42937 -4.35126 -1.33119
H: -1.28913 -0.66039 -4.01924
H: 0.39212 -1.02454 -3.72194
H: -0.34030 3.10325 2.21450
H: 1.07841 2.08102 2.41003
H: -2.50209 2.45280 2.37946
H: -2.89872 1.07436 -0.31120
H: -2.08216 2.62028 -0.04889
H: -3.80265 2.45353 0.29275
H: -3.82634 -0.24108 1.77252
H: -4.63975 1.23634 2.27142
H: -3.56393 0.41726 3.39087
H: -1.58775 -0.24333 4.06755
H: -0.38512 2.53149 4.52995
H: -1.06598 1.49229 5.77029
H: -2.11016 2.15205 4.51945
H: 1.33481 0.65442 4.17818
H: 0.82197 -0.93505 3.61377
H: 0.52268 -0.42873 5.29041
H: 1.15488 4.56585 2.05593
H: 1.81349 6.77397 1.27306
H: 1.99588 7.26966 -1.14535
H: 1.49039 5.48003 -2.78899
H: -1.00639 5.11096 -2.63717
H: -3.20773 4.95655 -3.77613
H: -4.02153 2.76633 -4.57096
H: -2.74615 0.72607 -4.16963
H: 1.10467 4.01009 -4.60958
H: 3.00458 3.46431 -6.12381
H: 4.63095 1.73179 -5.44267
H: 4.38055 0.53383 -3.33286
H: 4.29022 0.23149 -1.19722
H: 3.14301 -0.96511 -1.78561
H: 4.18508 -2.35001 1.70381
H: 4.90502 -2.38613 -1.26733
H: 5.78161 -3.11619 0.06555
H: 5.77175 -1.36803 -0.11682
H: 2.59480 -3.36253 -0.69050
H: 2.26620 -3.68202 1.01224
H: 3.69787 -4.36504 0.23575
H: 3.38542 0.30104 2.68474
H: 4.39530 2.13923 0.46744
H: 4.02707 2.55959 2.13619
H: 2.72960 2.17092 0.98987
H: 5.93323 0.36237 1.00005
H: 5.59226 -0.85054 2.24460
H: 5.75858 0.84572 2.67320
H: -2.74323 -0.30850 -1.56246
H: -3.19909 -3.09746 -0.38906
H: -4.34859 -1.76715 -0.24244
H: -2.73020 -1.65077 0.48656
H: -3.85512 -2.81467 -2.90292
H: -3.38069 -1.36278 -3.78419
H: -4.69651 -1.29561 -2.62393
C: -2.45684 -2.43594 5.98254
C: -2.48973 -3.16842 4.68509
C: -3.40436 -4.11990 4.33597
C: -3.26936 -4.73176 3.06955
N: -2.30503 -4.42988 2.22316
C: -1.39469 -3.50320 2.56465
S: -0.12321 -3.06748 1.56240
N: -1.52026 -2.88502 3.78668
C: -4.23938 -5.77602 2.62093
H: -3.41206 -2.52512 6.49304
H: -2.23623 -1.37807 5.83239
H: -1.68141 -2.85518 6.62609
H: -4.20467 -4.38739 5.00752
H: -0.80960 -2.19901 4.00610
H: -5.07149 -5.88821 3.31153
H: -3.71881 -6.73002 2.53040
H: -4.61344 -5.51970 1.63092



Entry 2:
This record from OMol25 describes 2 unconnected molecules or ions with the total composition C5H10F2O. The level of theory is the ωB97M-V functional and the def2-TZVPD basis.

* max |F|: 5.43 eV Å⁻¹
* LUMO energy (spin up / spin down): 0.7 / 0.5 eV
* total charge: 0

CARTESIAN COORDINATES (ANGSTROEM)
C: 0.09716 1.82996 0.92690
C: -1.56751 0.07165 0.31626
C: 1.18262 -1.21071 -1.33740
C: -0.32442 0.37943 1.23237
C: 0.56172 -0.76766 1.00906
O: -0.00107 -1.95762 1.36039
F: -0.79632 0.43505 2.53505
F: 1.86693 -0.58183 1.34154
H: -0.15689 2.32812 0.01254
H: 1.16401 1.92477 1.17214
H: -0.38278 2.44212 1.63209
H: -1.45440 0.21365 -0.68954
H: -2.32816 0.74276 0.76990
H: -1.96219 -0.99112 0.55860
H: 2.21088 -0.87977 -1.30481
H: 0.28909 -0.77681 -1.87332
H: 1.20340 -2.20590 -1.29883
H: 0.69206 -2.56684 1.63827



Entry 3:
This record from OMol25 describes a gas-phase ion, C5H9N (charge -1). The level of theory is the ωB97M-V functional and the def2-TZVPD basis.

* max |F|: 2.66 eV Å⁻¹
* LUMO energy (spin up / spin down): 3.9 / 3.9 eV
* 2S+1: 2
* total charge: -1
* <S²>: 0.7530

CARTESIAN COORDINATES (ANGSTROEM)
C: 1.86973 -2.10638 0.77139
C: 1.09010 -1.51411 -0.13595
N: 0.80331 -0.14595 -0.23082
C: -0.48104 0.28691 0.35892
C: -1.98875 1.89007 -1.08517
C: -1.00785 1.57732 -0.17980
H: 2.23090 -1.53859 1.62866
H: 2.28536 -3.10169 0.67226
H: 0.47831 -2.12356 -0.80575
H: 1.62038 0.40077 0.01522
H: -0.38406 0.31023 1.45285
H: -1.26521 -0.45810 0.17606
H: -2.05894 2.83549 -1.62227
H: -2.90520 1.30946 -1.10400
H: -0.28704 2.37814 0.08839



Entry 4:
This record from OMol25 describes a gas-phase ion, C2H2N3OS (charge +1). The level of theory is the ωB97M-V functional and the def2-TZVPD basis.

* max |F|: 2.55 eV Å⁻¹
* LUMO energy (spin up / spin down): -6.9 / -6.9 eV
* total charge: +1

CARTESIAN COORDINATES (ANGSTROEM)
C: -1.08432 -0.60123 -0.23026
C: 0.37133 1.03598 0.65172
N: -0.08947 -1.36947 -0.12053
N: 0.97053 -0.98800 0.36915
N: -0.79344 0.70463 0.28549
O: 2.17649 0.72187 -1.06252
S: 2.09068 0.22982 0.26874
H: -2.07324 -1.01449 -0.58767
H: -1.56856 1.28088 0.42587



Question: Which formula does entry 3 have?
Answer: C5H9N



Question: Which value of total charge does entry 2 give?
Answer: 0



Question: Among the records above, which one has the highest max |F|?
Answer: C5H10F2O



Question: Look up the total charge of the fourth one.
Answer: +1